Below is an isolated molecule of C5H8O, with properties calculated with wB97M-V/def2-TZVPD.

## Properties
Energy ... -270.40315 Eh
HOMO energy ... -8.13 eV
ΔE to the lowest compared entry with this formula, charge and spin ... 97.1 kcal/mol
LUMO level ... 0.0315 Eh

```
14
C5H8O wB97M-V/def2-TZVPD
C -1.1635 -0.6505 1.0949
C -0.4621 -1.1297 0.0685
C -0.2132 -0.3472 -1.1989
C 0.4760 0.9988 -0.8783
O 1.4381 0.7494 0.1485
C 0.9688 0.8982 1.3700
H -1.7041 0.2897 1.0325
H -1.1962 -1.1606 2.0530
H 0.1049 -2.0505 0.1957
H -1.1503 -0.1324 -1.7264
H 0.4114 -0.9288 -1.8842
H -0.2451 1.7340 -0.5077
H 1.0122 1.3954 -1.7437
H 1.7232 0.3343 1.9760
```

Mulliken population analysis, charges in e, atoms 1 to 6: C -0.727; C -0.135; C -0.438; C -0.495; O -0.266; C -0.248

Below is a cluster of 2 separate species, C5H5N in total in a non-equilibrium geometry, with properties calculated with wB97M-V/def2-TZVPD.

## Properties
Energy ... -248.12421 Eh
HOMO energy ... -9.74 eV
ΔE to the lowest compared entry with this formula, charge and spin ... 94.6 kcal/mol
LUMO level ... -0.0323 Eh
SMILES string ... C=C=C=CC#N.[H][H]

```
11
C5H5N wB97M-V/def2-TZVPD
C -2.1171 -0.2863 -0.8134
C -0.9106 -0.7028 -0.5006
C 0.2684 -0.8415 -0.0496
C 1.4526 -0.7299 0.5243
C 2.4896 0.0589 -0.0764
N 3.3150 0.7320 -0.5326
H -2.2657 0.4022 -1.6426
H -0.7866 1.5601 0.7543
H -2.9843 -0.5633 -0.2210
H -0.1066 1.5192 1.0491
H 1.6452 -1.1487 1.5085
```

Mulliken population analysis, charges in e, atoms 1 to 6: C -0.831; C 0.229; C 0.448; C -0.705; C 0.416; N -0.387

Below is an isolated molecule of C4H9NO3S2 in a non-equilibrium geometry, with properties calculated with wB97M-V/def2-TZVPD.

## Properties
Energy ... -1234.60991 Eh
HOMO energy (alpha / beta) ... -8.98 / -8.98 eV
ΔE to the lowest compared entry with this formula, charge and spin ... 6.3 kcal/mol
LUMO level (alpha / beta) ... -0.0187 / -0.0187 Eh
SMILES string ... CN[C@H](C(C)=S)S(=O)(=O)O

```
19
C4H9NO3S2 wB97M-V/def2-TZVPD
C -0.5920 1.5695 0.0926
C 0.4003 2.2531 0.9257
C 1.8775 -1.4721 -0.5991
C -0.0630 -0.0390 -0.4671
N 1.1658 -0.4068 0.1011
O -1.8871 -0.6424 1.3821
O -0.9606 -2.4744 0.0314
O -2.5639 -0.9392 -0.9945
S -2.0533 2.0618 -0.3252
S -1.4228 -1.1241 0.1138
H 0.4989 1.7158 1.8711
H 1.3774 2.2297 0.4411
H 0.0932 3.2779 1.1256
H 1.3090 -2.4066 -0.6292
H 2.0817 -1.1439 -1.6184
H 2.8229 -1.6359 -0.0879
H -0.0637 -0.0403 -1.5540
H 1.0198 -0.6753 1.0708
H -3.0400 -0.1076 -0.8799
```

Mulliken population analysis, charges in e, atoms 1 to 6: C 0.339; C -1.009; C -0.888; C -0.407; N -0.300; O -0.548

Below is a structure of composition C6H11N in a non-equilibrium geometry, with properties calculated with wB97M-V/def2-TZVPD.

## Properties
Energy ... -289.86249 Eh
HOMO energy ... -8.84 eV
ΔE to the lowest compared entry with this formula, charge and spin ... 68.5 kcal/mol
LUMO level ... 0.0395 Eh

```
18
C6H11N wB97M-V/def2-TZVPD
C 1.5806 -0.2475 0.2479
C 1.0739 1.1318 -0.1327
C -0.5248 1.1635 -0.0454
C -1.0466 0.0704 -0.9233
C 0.5916 -1.3467 -0.2272
C -0.9920 0.1416 1.0783
H 2.6154 -0.2414 -0.1307
H 1.7366 -0.5913 1.3146
H 1.5097 1.3739 -1.2461
H 1.5444 1.9484 0.4331
H -0.8700 2.1561 -0.0370
H -2.0957 0.3249 -1.1376
H -0.6182 -0.0996 -1.9149
H 0.4650 -1.3868 -1.3628
H 0.7100 -2.2893 0.3132
H -2.1589 0.1185 1.3357
H -0.4147 0.1025 1.9995
N -0.9314 -0.9849 0.0639
```

Mulliken population analysis, charges in e, atoms 1 to 6: C -0.575; C -0.657; C -0.005; C -0.792; C -0.503; C -0.643

Below is an isolated molecule of C5H7NO2S in a non-equilibrium geometry, with properties calculated with wB97M-V/def2-TZVPD.

## Properties
Energy ... -797.89981 Eh
HOMO energy ... -10.56 eV
ΔE to the lowest compared entry with this formula, charge and spin ... 151.9 kcal/mol
LUMO level ... -0.0238 Eh

```
16
C5H7NO2S wB97M-V/def2-TZVPD
C 0.2732 -0.4690 1.5664
C 0.0741 -1.6298 2.0614
C -1.1385 0.1616 1.1991
C 0.9705 0.8137 1.0610
C 0.4394 -1.0521 -1.5121
N -0.4665 1.0464 0.2366
O 0.6198 1.4161 -1.9636
O -1.6536 0.5749 -1.9179
S -0.3565 0.5578 -1.3928
H -1.9965 -0.4545 0.9252
H -1.4792 0.7755 2.0886
H 1.1364 1.5655 1.7791
H 1.7456 0.6214 0.4729
H 1.3217 -0.8141 -2.1461
H 0.7606 -1.2797 -0.5966
H -0.2504 -1.8336 -1.8614
```

Mulliken population analysis, charges in e, atoms 1 to 6: C 0.554; C -0.632; C -0.392; C -0.532; C -0.961; N -0.203

Below is a structure of composition C13H17AsBrCuF6N6, with properties calculated with wB97M-V/def2-TZVPD.

## Properties
Energy ... -7883.41950 Eh
HOMO energy (alpha / beta) ... -12.09 / -12.12 eV
Charge ... +1
ΔE to the lowest compared entry with this formula, charge and spin ... 17.9 kcal/mol
2S+1 ... 2
LUMO level (alpha / beta) ... -0.1241 / -0.1783 Eh

```
45
C13H17AsBrCuF6N6 wB97M-V/def2-TZVPD
Cu 0.3253 0.2482 -0.1918
N 2.1451 0.5615 -0.2994
C 3.1774 0.3191 0.2313
N 4.2634 -0.0819 0.6602
C 5.2666 0.3694 1.3812
N 6.1640 0.6799 2.0351
Br -0.3382 6.8298 0.2927
C -0.2929 4.9593 0.2024
C 0.0218 4.2149 1.3297
C 0.0895 2.8433 1.2072
N -0.1403 2.2182 0.0495
C -0.4802 2.9355 -1.0246
C -0.5701 4.3114 -0.9920
H 0.2112 4.6892 2.2811
H 0.3273 2.2237 2.0616
H -0.7038 2.3886 -1.9308
H -0.8541 4.8619 -1.8763
C 1.4986 -3.8743 1.2194
C 1.1821 -2.3642 1.1119
N 0.6907 -2.0375 -0.2373
C 1.7300 -2.3473 -1.2367
C 2.1271 -3.8380 -1.1564
N 1.2558 -4.4875 -0.1261
C -0.1875 -4.3383 -0.5051
C -0.5204 -2.8283 -0.5286
H 0.8534 -4.3815 1.9338
H 2.5353 -4.0600 1.4930
H 2.0761 -1.7748 1.3103
H 0.4153 -2.0883 1.8345
H 2.5957 -1.7179 -1.0597
H 1.3362 -2.1034 -2.2219
H 3.1624 -3.9714 -0.8483
H 1.9733 -4.3591 -2.0991
H 1.4865 -5.4791 -0.0809
H -0.7818 -4.8731 0.2330
H -0.3284 -4.8153 -1.4730
H -1.2841 -2.5962 0.2058
H -0.9092 -2.5315 -1.4998
F -1.4441 -0.3524 -0.1745
As -3.3860 -0.0366 -0.1893
F -2.9866 1.5322 -0.7560
F -3.2585 -0.6342 -1.7943
F -3.4430 -1.6698 0.3762
F -5.0534 0.1851 -0.1995
F -3.1196 0.4834 1.4214
```

Mulliken population analysis, charges in e, atoms 1 to 6: Cu -0.082; N -0.589; C 0.934; N -0.544; C 0.383; N -0.430